45
Properties=species:S:1:pos:R:3:forces:R:3:mulliken_charge:R:1 method="wB97M-V/def2-TZVPD" e_lumo_ev="-8.165 / -7.617" s_squared=1.128 total_charge=+2 spin_multiplicity=2 orbital_gap_ev="6.172 / 6.803" e_tot_ha=-8083.21011
Cr -0.1145 -0.1881 -0.3667 0.1 -0.1 0.0 0.67
N 0.4254 3.5626 -1.8630 -0.3 -0.6 0.1 -0.01
C 1.7915 3.3922 -1.6863 0.3 -0.2 0.1 0.69
C 2.8584 4.2454 -1.9292 0.0 -0.1 0.0 -1.11
C 4.1097 3.7641 -1.5998 0.0 0.1 0.0 -0.49
C 4.2842 2.4937 -1.0373 0.0 -0.1 0.0 -0.89
C 3.2211 1.6461 -0.7984 -0.1 0.1 -0.1 -0.70
C 1.9529 2.1047 -1.1497 0.4 0.3 -0.1 0.54
N 0.6962 1.5127 -1.0415 -0.2 0.2 0.1 0.48
C -0.1742 2.4331 -1.4617 0.0 0.4 -0.2 0.06
C -1.5807 2.1090 -1.4025 -0.6 0.3 -0.2 -0.34
C -2.7100 2.7708 -1.7905 0.3 -0.3 0.1 -0.26
S -4.0864 1.8086 -1.4639 0.3 0.0 0.0 -0.01
C -3.0957 0.5909 -0.8316 0.0 0.0 0.0 -0.24
N -1.8119 0.8688 -0.8516 -0.1 -0.1 0.0 0.14
H -0.0293 4.3843 -2.2285 0.0 0.0 0.0 0.25
H 2.7224 5.2312 -2.3477 0.0 0.1 0.0 0.43
H 4.9771 4.3862 -1.7684 0.0 0.0 0.0 0.42
H 5.2827 2.1737 -0.7774 0.0 0.0 0.0 0.43
H 3.3809 0.6843 -0.3352 0.0 -0.1 0.0 0.34
H -2.8045 3.7405 -2.2492 0.0 0.0 0.0 0.42
H -3.5098 -0.3315 -0.4534 0.0 0.0 0.0 0.46
Br 1.9337 -1.5470 -1.1821 -0.1 -0.1 0.0 0.13
C 1.5050 -3.4687 -1.3426 0.0 0.1 -0.1 -0.64
Br 0.9078 -4.2458 0.2781 0.1 -0.2 0.2 -0.04
H 2.4454 -3.9251 -1.6342 0.0 0.1 0.0 0.43
H 0.7471 -3.5611 -2.1129 0.0 0.0 0.0 0.39
C -0.4098 -1.2540 5.3495 -0.1 -0.1 0.1 -1.05
N -0.1032 -0.4000 4.2106 0.0 -0.1 0.0 -0.16
C -0.1982 -0.7703 2.9516 0.1 0.1 0.0 0.92
N -0.6149 -1.9740 2.6113 0.0 -0.1 0.4 -0.17
S 0.2531 0.4506 1.7922 -0.1 0.2 -0.2 -0.37
H -0.2936 -0.6679 6.2555 0.0 0.0 0.0 0.36
H 0.2786 -2.0999 5.3918 0.0 0.0 0.0 0.36
H -1.4426 -1.6030 5.2988 0.0 0.0 0.0 0.36
H 0.2146 0.5381 4.3890 0.0 0.1 0.0 0.28
H -0.8234 -2.6707 3.3132 0.0 0.1 -0.1 0.25
H -0.6041 -2.2593 1.6453 0.0 0.0 -0.1 -0.07
N -1.1138 -1.7599 -0.4574 -0.2 -0.1 0.0 -0.14
C -1.8864 -2.6046 -0.7628 0.2 0.2 -0.1 0.33
C -2.8189 -3.4931 -1.1258 0.1 0.1 0.1 0.43
C -4.1489 -3.0017 -1.0721 -0.3 0.1 0.1 0.02
N -5.1574 -2.4597 -0.9649 -0.1 0.0 0.0 -0.40
C -2.4312 -4.7908 -1.5373 0.1 -0.3 -0.1 -0.14
N -2.0245 -5.8152 -1.8612 0.0 0.0 0.0 -0.35

***

39
Properties=species:S:1:pos:R:3:forces:R:3:mulliken_charge:R:1 method="wB97M-V/def2-TZVPD" e_lumo_ev=0.612 total_charge=0 relative_energy_ev=0.480 orbital_gap_ev=9.028 e_tot_ha=-3641.26920
C -4.1794 2.1967 -1.1454 -0.1 0.2 -0.1 -0.98
H -4.9187 1.8845 -1.8901 0.0 0.0 0.0 0.39
O -3.3664 1.1226 -0.7423 0.3 -0.3 0.0 -0.36
C -2.6067 0.5000 -1.6780 0.1 -0.1 0.2 0.47
C -2.5413 0.8376 -3.0229 -0.2 0.1 0.2 -0.35
C -1.7163 0.1293 -3.8829 0.1 -0.1 -0.1 -1.00
C -0.9484 -0.9193 -3.4208 -0.1 0.1 0.0 -1.02
C -0.9990 -1.2814 -2.0816 -0.2 0.0 0.2 1.12
C -1.8244 -0.5749 -1.2205 0.1 0.2 -0.7 0.58
O -1.9461 -0.8971 0.1124 -0.4 0.1 0.3 -0.46
C -1.0197 -1.6590 0.6957 0.0 -0.3 0.6 0.30
N -1.0548 -1.9829 1.9256 0.0 -0.4 0.5 -0.54
O -2.1464 -1.5193 2.6709 0.0 0.2 -0.6 -0.43
H -2.0330 -1.9368 3.5355 0.2 0.0 -0.3 0.37
C 0.1882 -2.1125 -0.0777 0.0 0.1 -0.4 0.12
C -0.1927 -2.4183 -1.5240 0.1 0.0 0.1 -1.32
H 0.7108 -2.5578 -2.1187 -0.1 0.0 0.0 0.42
H -0.7786 -3.3422 -1.5610 0.1 0.0 0.0 0.43
H 0.6027 -2.9953 0.4177 -0.1 0.1 0.0 0.45
C 1.2641 -1.0073 -0.0162 -0.2 -0.3 0.3 0.44
O 1.7772 -0.5377 -1.0025 0.2 0.1 -0.3 -0.66
N 1.5533 -0.6787 1.2702 -0.1 -0.1 0.3 -0.01
C 2.4634 0.2631 1.7486 0.4 0.3 0.0 0.68
C 2.5348 0.4409 3.1296 0.0 0.0 0.0 -0.46
C 3.4279 1.3562 3.6499 0.0 0.0 0.1 -0.07
C 4.2577 2.1058 2.8343 0.0 0.1 0.1 -0.45
C 4.1766 1.9216 1.4646 -0.1 0.0 0.2 -0.61
C 3.2921 1.0111 0.9156 -0.1 -0.1 -0.2 -0.56
H 3.2362 0.8757 -0.1510 0.0 0.0 0.0 0.50
H 4.8157 2.4985 0.8143 0.1 0.0 -0.1 0.37
H 4.9487 2.8152 3.2612 0.0 0.0 0.0 0.40
Br 3.5158 1.5843 5.5404 0.0 0.0 -0.2 -0.20
H 1.8954 -0.1317 3.7852 0.0 0.0 0.1 0.45
H 0.9926 -1.1448 1.9777 0.0 0.1 -0.2 0.18
H -0.3011 -1.4635 -4.0900 0.1 -0.1 -0.1 0.40
H -1.6756 0.4100 -4.9241 0.0 0.0 -0.1 0.38
H -3.1268 1.6563 -3.4085 -0.1 0.1 0.0 0.41
H -4.6934 2.5272 -0.2444 0.0 0.0 -0.1 0.23
H -3.5845 3.0236 -1.5469 0.0 0.0 0.0 0.39

***

44
Properties=species:S:1:pos:R:3:forces:R:3:mulliken_charge:R:1 method="wB97M-V/def2-TZVPD" e_lumo_ev="0.128 / 0.012" s_squared=6.013 total_charge=0 spin_multiplicity=5 relative_energy_ev=0.268 orbital_gap_ev="6.556 / 7.472" e_tot_ha=-3237.50895
Cr 0.1452 0.5592 0.5819 0.3 -0.2 1.3 0.37
O 1.8245 4.1664 1.6075 0.1 0.2 0.2 -0.49
C 0.9751 3.1546 1.6370 -0.1 -0.1 -0.2 0.78
O 0.4722 2.6920 0.6384 0.0 0.5 -0.1 -0.43
C 0.6667 2.6213 3.0124 0.0 -0.4 0.2 -0.52
O 0.4765 1.2201 2.9530 0.0 0.3 0.4 -0.34
C 1.6336 0.4615 3.3099 0.2 0.0 -0.3 -0.46
C 2.6278 0.2797 2.1296 -0.2 -0.1 0.3 0.62
O 3.7806 -0.0131 2.4043 -0.1 0.0 0.0 -0.75
O 2.1054 0.3954 0.9658 0.3 0.2 -0.1 -0.55
H 1.9708 4.4195 0.6837 -0.1 0.0 -0.1 0.37
H 1.4602 2.8921 3.7094 0.0 0.1 0.0 0.35
H -0.2832 3.0447 3.3424 0.1 0.2 0.0 0.38
H 2.1523 0.8999 4.1633 0.0 0.0 0.0 0.34
H 1.2584 -0.5204 3.6003 0.0 0.0 0.0 0.28
Cl -4.7753 0.7017 -0.1307 -0.1 0.0 0.1 -0.23
C -3.5214 0.8466 -1.3088 0.4 0.0 0.1 0.29
C -3.8608 0.9771 -2.6601 0.2 0.0 -0.3 -0.64
C -2.8937 1.0700 -3.6298 -0.3 0.0 0.1 0.78
Cl -3.3729 1.2189 -5.2920 0.0 0.0 -0.1 -0.28
C -1.5226 1.0175 -3.2998 0.0 0.0 0.3 -0.21
C -0.4486 1.0467 -4.2100 0.4 0.0 0.3 -0.77
C 0.8324 0.9261 -3.7227 -0.1 0.1 -0.7 -0.87
C 1.0584 0.8177 -2.3516 -0.3 0.0 0.7 -0.50
N 0.0723 0.8174 -1.4685 0.5 0.1 -2.1 0.35
C -1.2022 0.8986 -1.9275 0.0 0.0 -0.2 0.65
C -2.1917 0.8260 -0.8939 -0.2 0.0 0.2 0.16
O -1.7820 0.7044 0.3301 -0.8 0.1 -0.1 -0.90
H -4.9035 0.9959 -2.9445 0.0 0.0 0.0 0.45
H -0.6346 1.1698 -5.2673 0.0 -0.1 0.0 0.43
H 1.6757 0.9299 -4.4007 0.0 0.0 0.0 0.40
H 2.0545 0.7347 -1.9324 0.1 0.0 -0.1 0.57
C 1.2022 -4.8344 1.4053 0.0 -0.1 0.1 -0.88
N 0.5280 -3.6362 0.9457 0.1 0.1 0.1 0.15
C -0.6189 -3.5721 0.1972 -0.1 0.1 -0.1 -0.56
C -0.9169 -2.2497 0.0743 -0.1 0.0 0.1 -0.60
N 0.0274 -1.5047 0.7400 0.0 -0.9 0.2 0.67
C 0.8776 -2.3733 1.2546 0.0 0.0 -0.2 -0.48
H 0.9383 -5.6684 0.7605 0.0 0.0 -0.1 0.31
H 0.9045 -5.0757 2.4258 0.0 0.0 0.0 0.31
H 2.2791 -4.6846 1.3735 0.0 0.0 0.0 0.34
H -1.1030 -4.4531 -0.1866 0.0 0.0 0.0 0.43
H -1.7410 -1.7743 -0.4295 0.0 -0.1 0.0 0.35
H 1.7721 -2.1457 1.8106 0.0 0.1 0.0 0.33